{"formula": "BaFRb", "method": "ωB97M-V/def2-TZVPD", "symbols": ["Rb", "Ba", "F"], "positions_angstrom": [[2.538, -1.613, -1.326], [-1.126, 2.779, 1.145], [-1.413, -1.166, 0.181]], "atomic_forces_ev_per_a": [[-0.28, -0.36, 0.00], [-0.49, -1.34, -0.19], [0.77, 1.70, 0.19]], "mulliken_charge": [0.98, 1.86, -0.85], "orbital_gap_ev": 5.1, "total_energy_ha": -148.80077, "e_homo_ev": -14.18, "max_force_ev_per_a": 1.876, "charge": 2}


{"formula": "C4H8NO", "method": "ωB97M-V/def2-TZVPD", "symbols": ["C", "C", "C", "C", "N", "O", "H", "H", "H", "H", "H", "H", "H", "H"], "positions_angstrom": [[-3.807, 0.154, 0.291], [0.094, 0.741, -0.130], [2.391, 0.270, -0.046], [1.010, -0.285, -0.285], [-2.642, 0.455, 0.021], [-0.459, 1.698, 0.132], [-3.574, -0.846, 0.715], [-4.885, 0.356, -0.124], [2.698, 0.765, -0.991], [3.061, -0.602, -0.069], [2.651, 0.826, 0.805], [0.841, -0.787, -1.295], [0.676, -1.113, 0.424], [-3.280, 1.215, -0.836]], "atomic_forces_ev_per_a": [[-2.71, -6.17, 1.70], [-2.45, 4.25, 1.41], [1.97, -1.40, -2.94], [-0.86, -3.18, -0.26], [-1.77, 6.43, -6.09], [1.82, -2.31, -0.96], [-2.50, -0.13, 1.45], [2.10, 0.31, 0.92], [-0.17, 0.31, 0.80], [-0.23, 0.10, 0.30], [-0.41, 0.84, 1.19], [0.42, 0.83, 0.97], [0.37, 1.01, -0.45], [4.44, -0.89, 1.94]], "mulliken_charge": [-0.37, 0.61, -1.10, -0.14, -0.39, -0.04, 0.22, 0.25, 0.35, 0.32, 0.41, 0.32, 0.31, 0.24], "orbital_gap_ev": 8.4, "total_energy_ha": -286.76084, "e_homo_ev": -13.43, "max_force_ev_per_a": 9.028, "charge": 1}